No. 1
C38H61DyN12O6S as an isolated structure at a distorted geometry. Source: OMol25; level of theory: wB97M-V/def2-TZVPD.

Properties
* total charge: +2
* orbital gap (alpha / beta): 0.0936 / 0.0948 Ha
* 2S+1: 6
* HOMO energy (alpha / beta): -0.40465 / -0.40465 hartree
* expectation value of S²: 9.09

Last column: Mulliken spin population.
Positions of all 119 atoms, in Å:
Dy1 0.6906 -19.5418 -8.3442  5.220
C1 -4.6608 -19.4220 -7.2225  0.000
N1 -3.8859 -19.7769 -8.3568  0.001
C2 -4.7477 -19.8775 -9.4999  0.000
C3 -2.6058 -20.2224 -8.2657  -0.002
N2 -1.6019 -19.7072 -8.9658  -0.049
C4 -2.0115 -18.6181 -9.9080  0.002
C5 -0.9210 -17.7331 -10.5451  0.012
N3 0.5444 -18.0839 -10.4600  -0.048
C6 1.1412 -18.9458 -11.5753  0.011
C7 0.6625 -20.4117 -11.5842  0.003
N4 0.9910 -21.0209 -10.3120  -0.017
C8 1.0249 -22.3570 -10.2186  0.003
N5 1.6576 -22.8725 -9.1209  0.001
C9 1.3525 -24.2175 -8.6077  0.000
C10 2.9262 -22.2428 -8.7573  0.003
N6 0.3584 -23.2524 -11.0284  0.000
C11 1.0146 -24.2769 -11.8383  0.000
C12 -1.0851 -23.0835 -11.2910  0.000
C13 1.1419 -16.6557 -10.3863  0.003
C14 2.6354 -16.4711 -10.7659  -0.001
N7 3.1480 -15.3089 -10.0013  0.000
C15 4.2283 -14.6770 -10.2716  0.000
N8 4.6344 -13.5364 -9.5185  0.000
C16 3.5459 -12.8676 -8.7888  0.000
C17 5.9519 -13.3176 -8.9551  0.000
N9 5.1894 -14.9500 -11.2686  0.000
C18 5.2356 -16.2423 -11.9432  0.000
C19 5.8621 -13.8338 -11.9972  0.000
N10 -2.3957 -21.2570 -7.4271  0.000
C20 -1.0907 -21.6676 -6.8786  0.012
C21 -3.4188 -22.2873 -7.3517  0.000
H1 -5.6860 -19.7844 -7.3934  0.000
H2 -4.6360 -18.2868 -7.1948  0.000
H3 -4.3298 -19.7947 -6.2509  0.000
H4 -5.3202 -18.9153 -9.6932  0.000
H5 -5.4055 -20.7400 -9.3163  0.000
H6 -4.2555 -20.1366 -10.4663  0.000
H7 -2.6233 -17.8449 -9.4043  -0.001
H8 -2.5913 -19.0738 -10.7411  -0.001
H9 -1.0477 -16.7588 -10.1131  -0.002
H10 -1.1693 -17.6232 -11.6169  -0.001
H11 2.2166 -18.9344 -11.5164  -0.002
H12 0.8970 -18.4627 -12.5237  -0.001
H13 1.2699 -20.8931 -12.3840  0.000
H14 -0.3904 -20.5430 -11.7868  -0.001
H15 1.9440 -25.0343 -9.0816  0.000
H16 0.3325 -24.4173 -8.8119  0.000
H17 1.4228 -24.1905 -7.4988  0.000
H18 3.6141 -22.1854 -9.6351  0.000
H19 3.4792 -22.9407 -7.9908  0.000
H20 2.8206 -21.2509 -8.3583  -0.006
H21 2.0637 -24.4318 -11.5790  0.000
H22 0.9402 -24.0235 -12.8627  0.000
H23 0.4365 -25.1638 -11.6899  0.000
H24 -1.6051 -22.3567 -10.6754  0.000
H25 -1.5874 -24.0491 -11.0110  0.000
H26 -1.2853 -22.9567 -12.3347  0.000
H27 1.0750 -16.3203 -9.3629  0.001
H28 0.5175 -16.0366 -11.0008  0.000
H29 2.6773 -16.2067 -11.8820  0.000
H30 3.1468 -17.4376 -10.4758  0.001
H31 3.5392 -13.1199 -7.6841  0.000
H32 2.6262 -13.2781 -9.2235  0.000
H33 3.5657 -11.7721 -8.9101  0.000
H34 6.5608 -14.2205 -9.1186  0.000
H35 5.9101 -13.2163 -7.8307  0.000
H36 6.2713 -12.3429 -9.3989  0.000
H37 4.9033 -17.0814 -11.3724  0.000
H38 6.2989 -16.4550 -12.1599  0.000
H39 4.6871 -16.2587 -12.8989  0.000
H40 6.0046 -12.9023 -11.3423  0.000
H41 5.2401 -13.4937 -12.8311  0.000
H42 6.7918 -14.2118 -12.4409  0.000
H43 -0.4218 -21.9632 -7.7216  -0.005
H44 -1.2284 -22.4424 -6.0982  0.000
H45 -0.6819 -20.8487 -6.4049  -0.009
H46 -3.2945 -23.1338 -8.0333  0.000
H47 -4.3838 -21.8745 -7.6486  0.000
H48 -3.5036 -22.6557 -6.2862  0.000
O1 1.9162 -19.1675 -4.2500  -0.001
C22 1.8275 -19.0804 -5.6739  -0.035
O2 1.2504 -20.2019 -6.2211  -0.028
C23 3.2100 -18.8720 -6.2658  0.006
C24 4.2584 -18.5114 -5.4214  0.001
C25 5.5592 -18.2438 -5.9427  0.000
C26 5.7619 -18.4005 -7.3099  0.000
C27 4.6843 -18.8164 -8.1266  0.002
N11 3.4503 -19.0870 -7.6069  -0.016
C28 4.9030 -19.2510 -9.5844  0.001
O3 6.2031 -19.7187 -9.8101  0.000
O4 4.0468 -19.3412 -10.4321  0.000
H49 1.7135 -20.0865 -4.0469  0.000
H50 4.0286 -18.3093 -4.3978  0.000
H51 6.3705 -17.9838 -5.2447  0.000
H52 6.7241 -18.4657 -7.7538  0.000
H53 6.3391 -19.9739 -10.7927  0.000
C29 0.9542 -17.3072 -1.3240  -0.001
C30 -0.4014 -17.3760 -0.7977  -0.003
C31 -1.3657 -16.3673 -1.0891  0.001
C32 -2.6677 -16.5547 -0.7962  -0.002
C33 -3.0172 -17.8032 -0.1739  -0.001
C34 -4.3544 -18.1763 -0.0167  -0.003
C35 -4.7131 -19.4171 0.4368  -0.007
C36 -3.7222 -20.3909 0.7278  0.009
C37 -2.3441 -20.0863 0.7525  -0.008
S1 -1.2486 -21.2006 1.2421  0.023
C38 -2.0365 -18.8015 0.1155  -0.004
N12 -0.7017 -18.5140 -0.1457  -0.004
H54 1.4199 -18.3255 -1.5000  0.000
H55 1.6595 -16.7739 -0.5607  -0.001
H56 0.9092 -16.7357 -2.2927  0.000
H57 -1.0580 -15.5125 -1.5953  0.000
H58 -3.4172 -15.8609 -1.1149  0.000
H59 -5.0786 -17.4155 -0.2036  0.000
H60 -5.7726 -19.7051 0.4820  0.000
H61 -4.0259 -21.4349 0.8026  0.001
O5 0.5676 -17.7361 -7.2290  -0.056
O6 1.1168 -17.8672 -5.8533  -0.002


No. 2
C33H25ClCoFNO8P as an isolated structure. Source: OMol25; level of theory: wB97M-V/def2-TZVPD.

Properties
* ΔE to the lowest compared entry with this formula, charge and spin: 0.0 kJ/mol
* total charge: 0
* orbital gap: 0.2890 Ha
* HOMO energy: -0.30298 hartree

Last column: Mulliken charge in e.
Positions of all 71 atoms, in Å:
Co1 1.4186 0.4773 0.6967  0.612
O1 1.5385 3.0088 1.6883  -0.676
C1 1.2087 1.8935 1.9804  0.752
C2 0.5284 1.5518 3.2831  -0.303
C3 0.1637 2.5248 4.2086  -0.722
C4 -0.4788 2.1532 5.3776  -0.549
C5 -0.7596 0.8118 5.6317  -0.625
C6 -0.3918 -0.1630 4.7164  -0.352
C7 0.2546 0.2126 3.5455  0.046
P1 0.8312 -0.8893 2.2335  2.380
C8 -0.4601 -2.1106 1.9065  0.287
C9 -0.4027 -3.3803 2.4736  -0.411
C10 -1.4212 -4.2921 2.2365  -0.684
C11 -2.4966 -3.9395 1.4362  -0.528
C12 -2.5584 -2.6727 0.8713  -0.750
C13 -1.5443 -1.7583 1.1038  -0.379
C14 2.2488 -1.8227 2.8282  0.109
C15 2.9133 -2.6250 1.8978  -0.135
C16 4.0336 -3.3334 2.2958  -0.807
C17 4.4932 -3.2389 3.6038  -0.531
C18 3.8391 -2.4313 4.5207  -0.727
C19 2.7134 -1.7167 4.1341  -0.603
H1 0.3874 3.5611 3.9887  0.512
H2 -0.7707 2.9061 6.0982  0.410
H3 -1.2668 0.5314 6.5455  0.431
H4 -0.6142 -1.2071 4.9035  0.515
H5 0.4465 -3.6640 3.0833  0.446
H6 -1.3694 -5.2813 2.6719  0.416
H7 -3.2871 -4.6545 1.2476  0.387
H8 -3.3971 -2.4006 0.2438  0.434
H9 -1.5878 -0.7727 0.6720  0.291
H10 2.5696 -2.6551 0.8706  0.416
H11 4.5599 -3.9478 1.5774  0.444
H12 5.3746 -3.7902 3.9053  0.377
H13 4.2077 -2.3503 5.5348  0.407
H14 2.2064 -1.0737 4.8425  0.411
O2 4.5119 0.2498 -0.9659  -0.629
Cl1 3.8048 1.1369 -0.1239  1.854
O3 4.5838 2.2414 0.2846  -0.638
O4 3.3123 0.3916 1.1068  -0.783
O5 2.5360 1.5653 -0.7469  -0.700
C20 -0.3890 0.0680 -6.2238  -1.856
C21 -1.4973 0.7107 -5.4052  0.486
C22 -1.8444 2.0925 -5.9356  -0.958
C23 -3.0191 2.6696 -5.1664  -1.012
C24 -2.7260 2.6642 -3.6914  0.967
C25 -3.3424 3.5577 -2.8485  -0.710
C26 -3.0471 3.5619 -1.4872  -0.065
F1 -3.6774 4.4571 -0.7079  -0.360
C27 -2.1373 2.7070 -0.9425  -0.633
C28 -1.4969 1.7831 -1.7823  1.212
C29 -0.5078 0.8818 -1.2101  1.004
O6 -0.2852 0.9788 0.0400  -0.660
C30 0.0852 -0.0486 -2.0872  0.090
C31 -0.2774 -0.0265 -3.4093  -0.466
N1 -1.1451 0.8237 -3.9637  0.176
C32 -1.7914 1.7536 -3.1529  -1.416
C33 1.0708 -1.1504 -1.6979  0.152
O7 1.2906 -2.0149 -2.5355  -0.816
O8 1.5711 -1.0853 -0.5274  -0.369
H15 -0.6607 0.1402 -7.2763  0.442
H16 -0.2462 -0.9865 -5.9980  0.529
H17 0.5574 0.5907 -6.0778  0.383
H18 -2.3951 0.0852 -5.4613  0.140
H19 -2.0831 2.0068 -6.9957  0.359
H20 -0.9692 2.7422 -5.8441  0.341
H21 -3.9133 2.0710 -5.3666  0.333
H22 -3.2403 3.6867 -5.4904  0.452
H23 -4.0545 4.2756 -3.2352  0.503
H24 -1.8887 2.7328 0.1085  0.648
H25 0.1804 -0.7750 -4.0379  0.695


No. 3
C12H34N3O4Tl as an isolated structure at a distorted geometry. Source: OMol25; level of theory: wB97M-V/def2-TZVPD.

Properties
* ΔE to the lowest compared entry with this formula, charge and spin: 0.0 kJ/mol
* total charge: +2
* orbital gap: 0.1341 Ha
* HOMO energy: -0.56851 hartree

Last column: Mulliken charge in e.
Positions of all 54 atoms, in Å:
Tl1 0.7107 -0.8032 -1.2345  1.135
O1 -1.6142 -2.1629 -1.1620  -0.652
H1 -2.4131 -2.5704 -1.5254  0.157
C1 1.7557 -5.5160 0.0002  -1.488
C2 0.6596 -4.4827 0.3044  0.481
C3 0.9729 -3.6512 1.5340  -0.790
O2 0.0142 -2.5966 1.7138  -0.258
C4 -1.2851 -3.0807 1.9577  -0.707
N1 0.4689 -3.6342 -0.8699  -0.198
H2 2.7539 -5.1219 -0.1881  0.357
H3 1.5099 -6.0827 -0.8979  0.449
H4 1.7662 -6.1211 0.9073  0.394
H5 -0.2549 -5.0682 0.4836  0.290
H6 1.9102 -3.1002 1.4537  0.320
H7 1.0002 -4.2545 2.4429  0.438
H8 -1.9188 -2.2961 2.3738  0.230
H9 -1.3532 -3.8917 2.6914  0.386
H10 -1.7637 -3.4624 1.0495  0.261
H11 0.4194 -4.2648 -1.6749  0.305
H12 -0.4586 -3.1297 -0.8694  0.191
C5 1.9824 3.7282 0.2380  -1.278
C6 1.7688 3.0170 -1.0959  0.565
C7 2.8889 2.0131 -1.4001  -1.098
O3 2.5331 1.1368 -2.4107  -0.290
C8 3.0283 1.3967 -3.7156  -0.832
N2 0.4547 2.2656 -1.0553  -0.151
H13 2.7580 3.2861 0.8686  0.387
H14 1.1636 3.7411 0.9608  0.319
H15 2.1858 4.7578 -0.0540  0.345
H16 1.7274 3.7413 -1.9126  0.383
H17 3.0021 1.4059 -0.4854  0.324
H18 3.8872 2.4619 -1.3700  0.445
H19 3.9651 0.8360 -3.8293  0.329
H20 3.3337 2.4091 -3.9862  0.332
H21 2.3622 0.9988 -4.4788  0.297
H22 0.0639 2.6794 -0.2082  -0.099
H23 -0.2277 2.5646 -1.7502  0.268
C9 -3.5067 0.9164 1.1724  -1.377
C10 -2.0723 1.2409 0.6687  0.538
C11 -1.4299 2.3280 1.5669  -1.198
O4 -1.4478 3.6236 1.0648  -0.366
C12 -2.6794 4.1989 0.6562  -0.688
N3 -1.2345 0.0418 0.6880  -0.063
H24 -4.1968 1.7540 1.1769  0.428
H25 -3.3792 0.4117 2.1293  0.316
H26 -3.8803 0.1884 0.4455  0.410
H27 -2.1489 1.6469 -0.3409  0.219
H28 -0.3672 2.0638 1.6901  0.475
H29 -1.6397 2.2091 2.6398  0.478
H30 -2.5464 5.2640 0.4722  0.274
H31 -3.4280 4.0752 1.4386  0.316
H32 -3.0061 3.8307 -0.3213  0.299
H33 -1.7621 -0.7755 0.3800  0.239
H34 -1.0321 -0.1663 1.6672  0.155


No. 4
One molecule with the formula C6H9IO at a distorted geometry. Source: OMol25; level of theory: wB97M-V/def2-TZVPD.

Properties
* ΔE to the lowest compared entry with this formula, charge and spin: 194.6 kJ/mol
* total charge: 0
* structure (SMILES): CO/C=C/[C@@H]1C[C@H]1I
* orbital gap: 0.3374 Ha
* HOMO energy: -0.31312 hartree

Last column: Mulliken charge in e.
Positions of all 17 atoms, in Å:
C1 -2.4595 1.4102 -0.8524  -0.767
O1 -2.1742 1.0408 0.4890  -0.356
C2 -1.0282 0.2834 0.6616  0.025
C3 -0.3213 -0.2421 -0.3586  -0.499
C4 1.0325 -0.8706 -0.3824  -0.174
C5 1.6581 -1.4330 0.9085  -0.615
C6 2.0432 -0.1505 0.3833  -0.432
I1 4.0614 0.0673 -0.1418  0.011
H1 -3.0062 2.3678 -0.6766  0.245
H2 -3.1579 0.6262 -1.2754  0.297
H3 -1.5213 1.8189 -1.4702  0.333
H4 -0.6676 0.0399 1.7276  0.202
H5 -0.7793 -0.1946 -1.3136  0.412
H6 1.1710 -1.5697 -1.1509  0.491
H7 1.0355 -1.5301 1.7579  0.209
H8 2.3785 -2.3704 0.7389  0.203
H9 1.7355 0.7066 0.9550  0.416


No. 5
One molecule with the formula CH6N4S2 at a distorted geometry. Source: OMol25; level of theory: wB97M-V/def2-TZVPD.

Properties
* ΔE to the lowest compared entry with this formula, charge and spin: 159.3 kJ/mol
* total charge: 0
* structure (SMILES): NNN(N)C(=S)S
* orbital gap: 0.3231 Ha
* HOMO energy: -0.30598 hartree

Last column: Mulliken charge in e.
Positions of all 13 atoms, in Å:
N1 -1.2101 0.8834 0.6575  -0.552
N2 -0.5033 0.6222 -0.5811  -0.348
N3 0.4923 -0.3491 -0.4633  0.260
N4 0.2390 -1.7266 -0.1961  -0.650
C1 1.7762 0.0374 -0.2249  0.286
S1 3.0293 -0.9651 0.1946  -0.289
S2 1.9523 1.8211 -0.0646  -0.177
H1 -1.1015 1.8866 0.8509  0.282
H2 -0.6983 0.3657 1.3792  0.264
H3 -1.1519 0.4135 -1.2307  0.274
H4 0.3857 -1.9129 0.8167  0.247
H5 -0.7185 -1.8911 -0.4797  0.257
H6 3.0918 1.9257 0.5222  0.146